Molecular formula: C24H23BCeF13N5O4S3
Method: DFT, ωB97M-V with the def2-TZVPD basis set

Results
energy above the lowest of the compared OMol25 structures with the same formula, charge and spin = 0.00 kJ/mol
DFT total energy = -122352.0808 eV
Kohn-Sham gap (alpha / beta) = 6.508 / 6.509 eV
HOMO level (alpha / beta) = -8.032 / -8.033 eV
maximum force = 1.99 eV/Å

The geometry in XYZ format:
```
74
Properties=species:S:1:pos:R:3:forces:R:3:mulliken_charge:R:1
Ce -0.47270 -0.48304 0.11784 -1.3 -0.4 -1.4 1.1056
F -1.63101 -6.10367 -3.54843 0.1 0.1 0.0 -0.2972
C -0.90232 -4.99693 -3.28983 0.1 0.2 0.1 0.7103
F 0.16121 -5.38106 -2.57749 -0.1 0.0 -0.1 -0.2078
F -0.45386 -4.54486 -4.48130 0.0 -0.1 0.1 -0.2494
C -1.73342 -3.95169 -2.58956 -0.1 -0.1 -0.1 -0.1315
C -3.10729 -4.00058 -2.72943 -0.1 0.0 0.1 -0.2296
C -3.92238 -3.04895 -2.12329 0.1 0.0 0.0 -1.3118
C -3.30209 -2.06516 -1.38170 0.0 -0.1 -0.2 -0.3855
N -1.97648 -1.99288 -1.29271 -0.1 0.3 0.6 0.4724
C -1.16304 -2.89418 -1.85968 0.4 0.2 -0.1 0.7567
S 0.52348 -2.53833 -1.59996 -0.4 0.1 0.2 -0.6817
H -3.54855 -4.80439 -3.30388 0.0 0.0 0.0 0.4785
H -4.99829 -3.08655 -2.20201 0.0 0.0 0.0 0.4737
H -3.85942 -1.31403 -0.83359 0.0 0.0 0.0 0.6245
N 4.66278 2.95324 4.95079 0.0 0.1 0.0 -0.5511
C 4.13104 2.12040 3.98789 0.0 0.0 0.0 1.1110
C 4.96720 1.46544 3.07736 0.0 0.0 0.0 -0.8101
C 4.44452 0.59801 2.14244 0.0 0.0 0.1 -0.6109
C 3.07070 0.37297 2.10051 0.3 0.1 0.1 -0.1496
C 2.22819 1.00464 3.00868 0.0 0.1 0.0 -0.0220
C 2.75583 1.87030 3.94352 0.0 0.0 0.0 -1.1341
S 2.46116 -0.72335 0.89780 -0.6 -0.6 0.4 1.4407
O 3.42262 -1.73939 0.63628 0.1 0.0 0.0 -0.7986
O 1.13520 -1.22005 1.46515 0.9 0.1 0.4 -0.2951
N 1.85122 0.03232 -0.35589 0.9 0.3 -0.5 0.0548
C 2.70788 0.64231 -1.26551 -0.7 0.0 0.5 0.0654
N 4.00830 0.68715 -0.97232 0.1 0.1 -0.2 -0.3507
C 4.79730 1.25944 -1.87225 -0.1 -0.1 0.0 -0.1561
C 4.31584 1.79120 -3.05625 0.1 0.0 0.0 -1.0993
C 2.94475 1.73590 -3.22922 0.0 -0.1 0.0 0.0033
N 2.12578 1.18140 -2.34297 0.2 0.0 -0.1 -0.0097
H 5.57564 3.33409 4.76767 0.0 0.0 0.0 0.2223
H 4.03353 3.61295 5.37636 0.0 0.0 0.0 0.2260
H 6.03733 1.62950 3.11600 0.0 0.0 0.0 0.3012
H 5.09361 0.08618 1.44622 0.0 0.0 0.0 0.5140
H 1.16181 0.83360 2.99849 0.0 0.0 0.0 0.3941
H 2.09649 2.35719 4.65107 0.0 0.0 0.0 0.3571
H 5.85493 1.28718 -1.63347 0.0 0.0 0.0 0.4375
H 4.97237 2.23448 -3.78940 0.0 0.0 0.0 0.3985
H 2.47792 2.14817 -4.11965 0.0 0.0 0.0 0.4576
F -1.95458 1.56732 0.42180 -0.2 0.2 0.2 -0.2980
B -1.06974 2.19077 1.38403 0.1 -0.2 -0.1 0.3373
F -1.09671 1.46576 2.56253 0.0 0.2 0.1 -0.3141
F 0.21874 1.90173 0.76863 0.0 0.1 0.1 -0.2908
F -1.29721 3.51709 1.50722 0.0 0.1 -0.1 -0.2746
C -1.35688 -1.61703 3.69689 0.0 -0.1 0.3 -1.9472
C -2.33849 -1.78878 2.54659 0.1 0.3 -0.4 0.9569
O -2.05224 -0.92345 1.49733 0.5 -0.3 -0.1 -0.2706
C -3.77336 -1.48861 3.01503 -0.1 -0.1 0.1 0.4214
F -4.63093 -1.38129 1.99212 0.0 0.0 0.1 -0.2103
F -4.22645 -2.46523 3.82789 0.0 0.1 0.0 -0.2803
F -3.81731 -0.33828 3.69812 0.0 -0.1 -0.1 -0.2414
C -2.23987 -3.22809 1.99560 0.0 0.0 0.1 0.5294
F -3.25849 -3.56008 1.19323 0.0 0.0 0.0 -0.2656
F -2.16895 -4.15208 2.96050 0.0 0.0 -0.1 -0.2987
F -1.10830 -3.31759 1.26416 0.0 -0.1 0.0 -0.1619
H -1.36901 -0.57708 4.01296 0.0 0.0 -0.1 0.3195
H -0.35296 -1.87726 3.36431 0.0 0.0 0.0 0.3587
H -1.61706 -2.25542 4.54111 0.0 0.0 0.0 0.5224
O -0.81143 0.53176 -1.91404 0.1 0.3 -0.3 -0.3981
S -0.62671 1.45299 -3.13081 0.2 -0.6 0.6 0.2274
C -2.32946 1.80598 -3.57048 -0.2 0.1 -0.1 -0.8079
C -2.79841 2.90083 -2.61757 0.0 -0.1 0.0 -0.1429
C -1.64757 3.90325 -2.60414 0.1 0.0 0.0 -0.8959
C -0.36657 3.09173 -2.39811 -0.1 0.1 0.0 0.1468
H -2.85581 0.85423 -3.51132 0.0 0.0 0.0 0.4135
H -2.31941 2.14081 -4.61123 0.0 0.0 0.0 0.4550
H -2.95287 2.48389 -1.62150 0.0 0.0 0.0 -0.1456
H -3.73793 3.34158 -2.94943 0.0 0.0 0.0 0.4890
H -1.74542 4.65595 -1.82294 0.0 0.0 0.0 0.3897
H -1.60652 4.42456 -3.56421 0.0 0.0 0.0 0.3400
H -0.17748 2.86695 -1.34842 0.0 0.0 0.0 -0.3638
H 0.53757 3.52407 -2.82019 0.0 0.1 -0.1 0.5771
```
Positions in Å, forces in eV/Å.

=====

Molecular formula: C24H23BrCl36F9NO2P
Method: DFT, ωB97M-V with the def2-TZVPD basis set

Results
charge = +1
energy above the lowest of the compared OMol25 structures with the same formula, charge and spin = 1194.57 kJ/mol
DFT total energy = -585421.4375 eV
Kohn-Sham gap = 6.831 eV
HOMO level = -12.211 eV
maximum force = 5.78 eV/Å

The geometry in XYZ format:
```
97
Properties=species:S:1:pos:R:3:forces:R:3:mulliken_charge:R:1
O 4.90449 -4.04137 -0.94714 -3.4 0.1 0.0 -0.4747
P 3.61411 -5.20589 -0.84466 2.8 -0.9 -0.1 0.2232
Br 3.76490 -6.00659 1.32158 -0.3 1.0 -1.2 0.0510
N 1.99059 -4.42530 -0.91175 -4.5 1.9 0.7 0.3935
C 1.76917 -2.93099 -1.17095 -4.6 -0.2 0.6 0.1614
C 0.25445 -2.22217 -1.18795 0.8 -4.0 0.7 0.1507
C 0.00810 -0.60405 -1.44595 -0.5 -0.4 -0.3 0.2891
C -0.92254 0.09964 -0.24902 1.4 0.5 -0.9 -0.0262
O -2.31822 0.07383 -0.71051 0.3 -1.3 2.6 -0.3369
C -3.25296 -0.35601 0.33998 -1.3 1.0 0.2 -0.1370
C -4.55104 -1.13085 -0.37435 1.3 1.8 -0.2 0.8402
F -5.68001 -0.16724 -0.43518 3.1 -3.3 -0.2 -0.3107
F -4.12161 -1.53153 -1.73401 -1.9 0.6 3.9 -0.1629
C -4.99383 -2.36563 0.60896 -0.6 -0.3 2.2 0.4847
F -3.90080 -3.34644 0.89590 -3.6 3.2 -1.5 -0.1699
F -5.31345 -1.73521 1.94440 1.2 -1.8 -4.0 -0.3332
C -6.35163 -3.16494 0.15448 -1.5 -0.7 2.0 0.5268
F -7.57989 -2.34247 0.40823 4.3 -2.7 -1.2 -0.2477
F -6.47462 -4.34608 1.08739 0.4 3.5 -3.0 -0.2738
C -6.31832 -3.78684 -1.36212 -1.1 -1.2 -1.4 0.1021
F -6.71650 -2.80592 -2.43092 1.9 -2.7 3.4 -0.2184
F -4.99913 -4.42549 -1.60793 -3.5 2.4 0.6 -0.2260
C -1.01072 -3.25499 -0.90305 3.6 -2.0 0.0 -0.1470
C -0.77842 -4.87466 -0.65594 3.7 3.2 -0.7 -0.4157
C 0.80290 -5.38163 -0.67443 -2.7 1.2 0.2 0.1558
F 1.00861 -6.84777 -0.40243 -0.1 5.7 -1.2 -0.2168
H 4.61271 -3.17162 -1.35111 0.7 -1.3 0.6 0.3597
H 2.66566 -2.19221 -1.34455 -1.7 -2.1 0.4 -0.3482
H -0.63337 -0.49434 -2.44697 1.4 -0.4 2.2 0.2646
H 1.03572 -0.01827 -1.59223 -2.6 -1.7 0.4 -0.3184
H -0.57620 1.23851 -0.20111 -0.7 -2.5 0.1 0.0916
H -0.72391 -0.43128 0.77431 -0.6 1.0 -1.8 0.2838
H -3.73631 0.59340 0.87608 1.0 -2.1 -1.2 0.2031
H -2.78385 -1.00832 1.19025 -0.7 1.0 -1.8 -0.1482
H -7.13203 -4.65716 -1.43398 2.0 2.1 0.2 0.2732
H -2.11501 -2.86905 -0.87592 2.4 -0.7 -0.1 0.3653
H -1.69743 -5.60429 -0.45896 2.5 1.6 -0.5 0.3755
C 3.41646 2.30046 -1.26490 0.1 0.8 -0.2 -0.1865
Cl 3.13476 0.55176 -1.21652 0.5 0.0 0.2 -0.1390
Cl 3.66580 2.84443 -2.93266 -0.1 -0.5 0.3 -0.0624
Cl 2.06222 3.16945 -0.52297 0.2 -0.3 0.0 -0.0432
H 4.32132 2.51949 -0.69228 -0.3 -0.1 -0.2 0.3602
C -2.79113 -2.55822 3.92565 -0.2 0.0 0.4 0.1416
Cl -1.81174 -3.27188 2.63294 0.4 0.0 0.3 -0.0585
Cl -2.66563 -3.52348 5.40620 0.0 0.2 -0.3 -0.1031
Cl -2.29513 -0.88465 4.23016 -0.1 -0.2 -0.1 -0.0134
H -3.83582 -2.55475 3.60430 0.4 0.0 0.1 0.0725
C 3.67483 6.62795 -1.44986 -0.3 0.0 0.1 1.0948
Cl 2.41241 6.08215 -2.56702 0.1 -0.1 0.1 -0.1052
Cl 2.96243 7.15337 0.08504 0.0 -0.2 -0.2 -0.1101
Cl 4.86226 5.34152 -1.17655 0.1 0.4 0.2 -0.1001
H 4.18863 7.48074 -1.90088 -0.2 -0.5 0.1 -0.9030
C 2.96858 -9.25673 3.00698 -0.1 -0.3 -0.1 0.3176
Cl 4.23443 -10.27014 2.29266 -0.2 0.2 0.1 -0.1047
Cl 1.74362 -10.25990 3.80236 0.2 0.2 -0.1 -0.1162
Cl 3.66920 -8.10315 4.15501 -0.1 0.0 -0.1 -0.0880
H 2.48472 -8.69358 2.20486 0.2 -0.2 0.3 -0.0214
C 5.41315 -5.08537 5.43422 0.0 0.0 0.2 0.1873
Cl 3.89225 -4.46552 6.09927 0.2 -0.2 -0.2 -0.0507
Cl 5.67498 -4.46329 3.79594 0.0 -0.1 0.2 -0.1194
Cl 6.77263 -4.65731 6.48690 -0.2 -0.1 -0.2 -0.1273
H 5.34755 -6.17517 5.38240 0.1 0.4 0.0 0.1097
C -5.14280 -1.27564 -5.35291 -0.2 -0.1 -0.1 0.2339
Cl -5.50525 0.30678 -4.64282 0.1 -0.2 0.0 -0.1279
Cl -5.59061 -1.30554 -7.06699 0.1 0.0 0.3 -0.1254
Cl -3.42712 -1.66973 -5.15115 -0.1 0.0 0.0 -0.1369
H -5.73367 -2.03155 -4.82934 0.2 0.3 -0.1 0.1068
C 1.87483 -2.45657 9.17619 0.1 0.1 0.1 0.0084
Cl 0.61241 -3.00238 8.05903 0.1 0.1 0.0 -0.0868
Cl 1.16243 -1.93115 10.71109 0.1 0.0 -0.2 -0.1210
Cl 3.06226 -3.74300 9.44949 -0.2 0.2 0.0 -0.1103
H 2.38863 -1.60379 8.72517 -0.2 -0.3 0.2 0.3001
C -0.85101 2.77766 3.71019 0.0 0.1 0.2 -0.1151
Cl -1.58097 2.29377 5.25053 0.1 0.1 -0.2 -0.1020
Cl 0.62073 1.84167 3.39808 -0.1 0.1 0.0 -0.1020
Cl -2.00835 2.57800 2.38345 0.1 0.1 0.0 -0.0819
H -0.57985 3.83453 3.77455 -0.1 -0.4 0.0 0.3958
C -8.03874 2.63483 -5.89008 0.0 0.0 0.0 0.3816
Cl -6.67964 3.29919 -6.81264 -0.1 -0.1 0.1 -0.1165
Cl -8.81864 3.90386 -4.93049 0.1 -0.2 -0.1 -0.1242
Cl -9.21031 1.86632 -6.97469 0.2 0.0 0.2 -0.1204
H -7.65211 1.87466 -5.20647 -0.2 0.3 -0.3 -0.0202
C 0.48272 8.91931 -3.94394 -0.1 0.0 -0.1 0.1677
Cl -1.03817 9.53917 -3.27890 0.2 -0.1 -0.1 -0.1279
Cl 0.74456 9.54140 -5.58222 0.0 -0.1 0.2 -0.1228
Cl 1.84221 9.34737 -2.89126 -0.2 0.2 -0.1 -0.0537
H 0.41713 7.82951 -3.99577 0.1 0.4 0.0 0.1354
C 6.25211 7.20666 -4.35706 0.2 0.0 0.0 -0.1808
Cl 4.86213 8.28754 -4.15891 0.2 0.0 -0.3 -0.0258
Cl 7.28471 7.25103 -2.91786 -0.1 0.0 -0.4 -0.0438
Cl 5.71125 5.55130 -4.68391 0.1 0.2 -0.1 -0.0696
H 6.83825 7.55264 -5.21227 -0.2 -0.1 0.3 0.4205
C 6.51857 9.44758 0.52126 0.0 0.0 0.1 -0.0705
Cl 5.78861 8.96369 2.06160 0.1 0.1 -0.2 -0.1165
Cl 7.99031 8.51160 0.20915 -0.1 0.2 0.1 -0.1261
Cl 5.36122 9.24792 -0.80548 0.4 0.5 0.2 0.0174
H 6.78973 10.50446 0.58562 -0.1 -0.4 0.0 0.3455
```
Positions in Å, forces in eV/Å.

=====

Which of these has the highest energy above the lowest of the compared OMol25 structures with the same formula, charge and spin?
C24H23BrCl36F9NO2P